[1]
Formula: CHF2NO3
Source: OMol25
Level of theory: ωB97M-V/def2-TZVPD

Atoms and positions in Å:
F -1.58 -0.13 0.79
F -1.58 0.55 -1.16
O 1.81 -0.30 0.02
O -0.46 1.69 0.36
O 0.82 -2.19 0.07
N 0.70 -1.05 -0.23
C -1.15 0.79 0.06
H 1.44 0.65 0.10

## Properties
lowest unoccupied orbital energy = -0.061 eV
molecular weight = 113.02 Da
structure (SMILES) = O=C(F)F.O=NO
gap between HOMO and LUMO = 0.395 hartree
2S+1 = 1
energy relative to the best compared isomer or geometry (same formula, charge and spin) = 6.5 kcal/mol


[2]
Formula: C23H28NO7S
Source: OMol25
Level of theory: ωB97M-V/def2-TZVPD

Atoms and positions in Å:
S -0.92 1.96 2.17
O -4.26 -2.35 -2.12
O -1.64 -0.89 -4.94
O -1.00 3.10 1.19
O -2.05 0.98 2.28
O -0.17 -2.53 -4.40
O -3.88 -0.67 -3.61
O 5.30 -2.43 -0.35
N 0.53 1.18 2.04
C -3.55 -1.84 -2.99
C 2.93 -0.28 1.53
C -1.39 -1.90 -4.29
C -0.17 3.96 3.92
C -0.04 4.53 5.16
C 2.09 -2.27 -5.26
C -2.31 -2.48 -3.36
C 3.11 -1.62 -0.87
C -0.45 3.86 6.30
C -5.54 1.08 -3.81
C -1.13 2.02 4.91
C -1.92 -3.71 -2.65
C 0.68 0.54 0.96
C 1.98 -0.91 -0.57
C 0.65 -1.78 -5.26
C 4.18 -1.68 0.03
C -1.00 2.59 6.16
C 6.34 -2.45 0.59
C 4.07 -0.99 1.24
C 1.87 -0.22 0.64
C -5.00 -0.08 -3.00
C -0.35 4.49 7.65
C -0.72 2.70 3.80
H 0.09 5.48 7.59
H -5.92 0.73 -4.77
H -6.34 1.62 -3.31
H -4.74 1.80 -4.03
H 2.73 -1.67 -5.90
H -0.13 0.56 0.24
H -2.76 -4.13 -2.10
H 2.50 -2.23 -4.25
H -1.12 -3.49 -1.94
H 2.14 -3.31 -5.58
H 0.20 -1.83 -6.26
H 0.28 3.88 8.31
H 0.39 5.52 5.26
H 0.58 -0.73 -4.93
H -1.33 2.06 7.04
H 2.84 0.25 2.47
H 7.15 -3.06 0.20
H 3.20 -2.15 -1.80
H -1.55 -4.47 -3.35
H -1.33 4.58 8.11
H 6.71 -1.44 0.77
H -1.57 1.04 4.80
H 4.87 -1.02 1.95
H 0.14 4.48 3.03
H -4.67 0.25 -2.00
H 1.16 -0.87 -1.27
H 5.98 -2.90 1.52
H -5.75 -0.87 -2.86

## Properties
total charge = -1
lowest unoccupied orbital energy = 1.634 eV
molecular weight = 462.54 Da
gap between HOMO and LUMO = 0.162 hartree
2S+1 = 1
energy relative to the best compared isomer or geometry (same formula, charge and spin) = 0.0 kcal/mol


[3]
Formula: C18H22AlCl3F6N4O2S
Source: OMol25
Level of theory: ωB97M-V/def2-TZVPD

Atoms and positions in Å:
Cl -1.28 3.28 4.30
Cl -0.90 0.52 5.09
Cl -3.47 1.80 5.45
S -0.32 3.40 0.64
Al -0.56 0.76 0.71
F 1.18 1.23 -1.58
F 2.31 1.26 0.32
F 0.98 0.28 2.42
F 0.47 -4.99 3.53
F -1.06 -3.93 1.66
F 2.57 -0.85 4.28
O -1.51 1.38 2.13
O -3.48 0.58 2.84
N 1.89 3.85 -0.88
N 0.05 4.70 -1.70
N -2.03 0.54 -0.74
N -0.84 -1.08 1.05
C -2.09 -1.63 0.55
C -2.85 1.76 -1.06
C 2.24 4.27 -2.23
C -0.11 -1.76 1.97
C -2.05 1.69 4.41
C -3.67 2.39 0.06
C 0.57 3.98 -0.69
C 1.68 -1.62 3.64
C 0.62 -3.68 3.27
C 1.57 -2.96 3.96
C -1.52 0.10 -2.08
C -0.77 -1.22 -2.17
C 0.87 -1.06 2.69
C -2.89 -0.51 -0.12
C 1.10 5.24 -2.55
C 1.22 0.64 -0.31
C -2.43 1.16 3.00
C -0.19 -3.12 2.30
H -3.48 -0.02 0.66
H 1.56 -0.38 -0.48
H -1.93 -2.46 -0.14
H -0.86 5.11 -1.59
H -0.90 0.91 -2.45
H -2.71 -2.02 1.37
H -4.16 3.26 -0.37
H -2.40 0.04 -2.73
H 2.23 3.41 -2.90
H -0.07 -1.37 -1.35
H 2.35 3.09 -0.41
H -1.44 -2.07 -2.18
H 3.22 4.75 -2.26
H -3.05 2.74 0.88
H 1.35 6.26 -2.25
H -3.52 1.48 -1.87
H -0.21 -1.22 -3.10
H -2.14 2.49 -1.45
H 0.82 5.23 -3.60
H -4.44 1.73 0.44
H 2.20 -3.42 4.71
H -3.58 -0.90 -0.87

## Properties
lowest unoccupied orbital energy = 0.131 eV
molecular weight = 605.80 Da
gap between HOMO and LUMO = 0.286 hartree
2S+1 = 1
energy relative to the best compared isomer or geometry (same formula, charge and spin) = 5.7 kcal/mol


[4]
Formula: C2H5N3O
Source: OMol25
Level of theory: ωB97M-V/def2-TZVPD

Atoms and positions in Å:
O -2.01 0.97 0.12
N -2.10 -0.04 -0.65
N 0.26 -0.26 -0.46
N 0.80 0.72 0.16
C -1.13 -0.89 -0.68
C 2.06 0.59 0.51
H 2.69 1.43 0.99
H -2.94 1.37 0.31
H -1.19 -2.13 -0.86
H 0.83 -1.39 0.00
H 2.73 -0.38 0.59

## Properties
lowest unoccupied orbital energy = 0.434 eV
molecular weight = 87.08 Da
gap between HOMO and LUMO = 0.321 hartree
2S+1 = 1
energy relative to the best compared isomer or geometry (same formula, charge and spin) = 190.7 kcal/mol


[5]
Formula: C7H15O2S
Source: OMol25
Level of theory: ωB97M-V/def2-TZVPD

Atoms and positions in Å:
S 1.83 0.60 0.29
O 3.09 1.19 0.89
O 1.97 -0.79 -0.14
C -0.40 1.05 -2.30
C -0.86 -0.04 -2.91
C 1.47 -0.61 2.79
C 0.74 0.43 1.86
C -0.98 -1.32 -2.06
C -2.59 -1.41 -1.76
C 0.63 1.90 2.42
H -3.05 -0.51 -1.50
H -0.20 0.11 1.62
H 0.84 -0.88 3.72
H 0.17 2.45 1.65
H -0.22 1.90 -2.94
H -2.63 -2.05 -0.93
H -0.79 -2.23 -2.69
H -1.09 -0.27 -3.99
H -3.25 -1.81 -2.61
H -0.37 -1.45 -1.15
H 2.46 -0.05 3.15
H 1.67 2.21 2.39
H 0.04 1.89 3.33
H -0.14 1.20 -1.33
H 1.64 -1.52 2.20

## Properties
total charge = -1
lowest unoccupied orbital energy = 3.563 eV
molecular weight = 163.26 Da
gap between HOMO and LUMO = 0.243 hartree
2S+1 = 1
energy relative to the best compared isomer or geometry (same formula, charge and spin) = 0.4 kcal/mol


[6]
Formula: C2H3ClF2O
Source: OMol25
Level of theory: ωB97M-V/def2-TZVPD

Atoms and positions in Å:
Cl -2.70 0.37 -0.04
F 1.56 0.39 0.82
F -1.02 -1.54 0.19
O -0.14 0.53 -0.59
C -1.08 -0.22 0.42
C 1.18 0.23 -0.50
H 1.70 1.12 -1.08
H -0.88 -0.05 1.45
H 1.39 -0.82 -0.67

## Properties
lowest unoccupied orbital energy = 0.918 eV
molecular weight = 116.49 Da
structure (SMILES) = FCO[C@H](F)Cl
gap between HOMO and LUMO = 0.456 hartree
2S+1 = 1
energy relative to the best compared isomer or geometry (same formula, charge and spin) = 20.9 kcal/mol


[7]
Formula: C7H10O
Source: OMol25
Level of theory: ωB97M-V/def2-TZVPD

Atoms and positions in Å:
O -1.79 -0.29 1.18
C 1.41 -0.10 0.66
C -0.99 -0.12 0.02
C 0.19 0.80 0.58
C -0.02 -2.50 -1.06
C -1.69 0.52 -1.21
C 0.90 -1.59 0.71
C -0.28 -1.44 -0.32
H 1.56 -2.47 0.70
H -2.42 -0.98 1.08
H 0.33 -1.65 1.57
H -0.24 1.05 1.55
H -0.91 0.48 -1.97
H -2.60 0.00 -1.51
H 0.30 1.80 -0.04
H -1.78 1.63 -1.09
H 2.11 0.12 1.50
H 2.20 0.16 -0.18

## Properties
lowest unoccupied orbital energy = 0.554 eV
molecular weight = 110.16 Da
gap between HOMO and LUMO = 0.377 hartree
2S+1 = 1
energy relative to the best compared isomer or geometry (same formula, charge and spin) = 107.6 kcal/mol


[8]
Formula: C28H31BrGaN7O5P
Source: OMol25
Level of theory: ωB97M-V/def2-TZVPD

Atoms and positions in Å:
Br 2.59 2.94 -0.12
Ga 0.34 0.14 0.26
P -0.38 -1.28 3.15
O 0.19 -0.26 2.18
O -3.24 1.23 1.46
O -0.94 -5.77 -2.79
O -1.62 0.13 0.36
O 0.01 -6.39 -0.81
N -0.60 -2.72 2.40
N 0.08 2.15 0.69
N -0.13 0.56 -1.83
N -1.80 -0.77 3.81
N 0.46 -1.60 -0.62
N 0.68 -1.48 4.38
N 2.42 -0.66 0.72
C 3.50 -0.10 1.26
C -0.73 4.60 1.67
C 4.51 -0.84 1.85
C -0.33 -1.81 -1.67
C -1.62 3.54 1.63
C 1.00 -3.87 -0.44
C -1.66 0.73 -4.12
C -2.13 1.13 0.99
C 0.04 -4.15 -1.41
C -1.83 0.58 4.36
C -1.56 -2.87 1.30
C 1.20 -2.56 -0.08
C -0.56 -3.10 -2.10
C 1.93 -0.74 4.51
C -3.11 -1.38 3.63
C 2.31 -2.01 0.74
C 0.91 3.19 0.69
C 4.38 -2.22 1.91
C -0.33 -5.63 -1.73
C -1.48 -0.49 -3.49
C 3.26 -2.81 1.35
C -1.18 2.33 1.13
C -0.70 -0.54 -2.35
C -1.06 1.86 -3.59
C 0.24 -2.12 5.61
C 0.56 4.44 1.17
C -0.15 -4.00 2.96
C -0.31 1.74 -2.44
H -2.39 1.25 3.71
H -3.03 -2.45 3.50
H 5.37 -0.34 2.26
H 1.53 -4.71 -0.01
H -0.92 -4.46 3.58
H -1.93 -1.39 -3.88
H -0.81 0.96 4.48
H 2.75 -1.42 4.74
H -3.65 -0.94 2.78
H 3.55 0.97 1.24
H 1.27 5.25 1.15
H 0.17 -1.38 6.42
H 0.16 2.60 -1.98
H -2.43 -3.45 1.61
H -2.31 0.56 5.34
H 3.13 -3.88 1.35
H 0.06 -4.67 2.13
H 5.14 -2.83 2.38
H -3.69 -1.20 4.54
H -0.73 -2.58 5.48
H -1.17 2.83 -4.06
H 0.96 -2.89 5.91
H 2.14 -0.21 3.59
H -2.64 3.61 1.96
H 0.75 -3.86 3.54
H -1.18 -3.36 -2.95
H -1.04 5.56 2.06
H -1.09 -3.41 0.48
H -2.26 0.80 -5.01
H 1.85 -0.01 5.32
H -1.90 -1.90 0.94

## Properties
total charge = +1
lowest unoccupied orbital energy = -3.700 eV
molecular weight = 726.20 Da
gap between HOMO and LUMO = 0.240 hartree
2S+1 = 1
energy relative to the best compared isomer or geometry (same formula, charge and spin) = 23.8 kcal/mol


[9]
Formula: C5H9MgNaO4
Source: OMol25
Level of theory: ωB97M-V/def2-TZVPD

Atoms and positions in Å:
Mg 3.44 0.09 0.20
Na -1.21 1.88 -0.64
O 0.55 3.23 -0.48
O 0.38 0.62 0.37
O 4.86 -0.77 1.05
O -1.97 -0.36 -0.66
C -3.34 -0.72 -0.72
C 1.60 2.49 -0.29
C 0.24 -0.76 0.14
C -1.22 -1.12 0.27
C 1.67 1.18 0.11
H 0.82 -1.35 0.87
H -1.35 -2.20 0.07
H 2.60 2.97 -0.44
H -3.82 -0.61 0.26
H -3.83 -0.05 -1.44
H -3.45 -1.76 -1.07
H -1.58 -0.92 1.29
H 0.60 -1.01 -0.88
H 5.01 -0.84 2.00

## Properties
lowest unoccupied orbital energy = -0.308 eV
molecular weight = 180.42 Da
gap between HOMO and LUMO = 0.220 hartree
2S+1 = 1
energy relative to the best compared isomer or geometry (same formula, charge and spin) = 0.0 kcal/mol


[10]
Formula: C4H9IN2O2P
Source: OMol25
Level of theory: ωB97M-V/def2-TZVPD

Atoms and positions in Å:
I -0.25 -1.72 2.15
P 0.30 2.07 0.77
O -0.61 -2.97 -1.23
O 0.47 -1.13 -1.50
N 2.58 -0.23 -0.21
N 0.08 0.75 -0.29
C 0.82 0.17 -1.16
C -1.17 -1.30 0.38
C -0.38 -1.87 -0.82
C -2.60 -1.28 0.24
H 2.83 -1.11 -0.58
H -2.99 -0.69 0.97
H -0.54 1.45 1.84
H 1.41 0.67 -1.87
H -3.09 -2.21 0.34
H 2.10 -0.35 0.65
H -3.02 -0.84 -0.73
H 2.98 0.61 -0.54
H -0.83 2.89 0.28

## Properties
total charge = +1
lowest unoccupied orbital energy (spin up / spin down) = -6.245 / -6.247 eV
molecular weight = 275.01 Da
gap between HOMO and LUMO (spin up / spin down) = 0.250 / 0.250 hartree
2S+1 = 1
energy relative to the best compared isomer or geometry (same formula, charge and spin) = 63.3 kcal/mol


[11]
Formula: C4H5NO2
Source: OMol25
Level of theory: ωB97M-V/def2-TZVPD

Atoms and positions in Å:
O -0.47 -2.64 -0.24
O -0.70 -1.43 0.45
N 0.51 0.76 3.12
C -0.24 -0.21 -0.15
C -1.44 1.87 0.61
C 0.06 0.70 2.07
C -0.50 0.92 0.84
H 0.20 -3.21 0.22
H 0.86 -0.21 -0.17
H -0.84 0.05 -1.04
H -1.75 2.11 -0.38
H -1.56 2.65 1.38

## Properties
lowest unoccupied orbital energy = -0.111 eV
molecular weight = 99.09 Da
structure (SMILES) = C=C(C#N)COO
gap between HOMO and LUMO = 0.379 hartree
2S+1 = 1
energy relative to the best compared isomer or geometry (same formula, charge and spin) = 116.6 kcal/mol


[12]
Formula: C10H28N4O3PTeZn
Source: OMol25
Level of theory: ωB97M-V/def2-TZVPD

Atoms and positions in Å:
Te 1.88 2.87 0.02
Zn 0.51 0.55 0.14
P 3.15 1.02 0.81
O 2.61 -0.25 0.24
O 2.96 0.88 2.41
O 4.71 1.24 0.58
N -0.18 0.74 -1.99
N -2.02 0.03 0.05
N -0.40 1.21 2.11
N 0.29 -1.58 0.44
C -1.01 -2.06 0.91
C 5.82 -0.57 -0.64
C -1.43 1.52 -1.85
C 3.07 1.50 4.72
C -2.60 0.61 1.26
C 5.61 0.10 0.70
C -1.74 1.74 1.82
C 3.36 1.93 3.30
C -2.11 -1.44 0.05
C -2.50 0.64 -1.20
H -1.09 -3.15 0.86
H -1.98 -1.80 -0.97
H 0.52 1.32 -2.44
H 4.43 2.13 3.17
H 2.81 2.84 3.04
H 5.21 -0.60 1.43
H 6.54 0.51 1.07
H -1.63 2.53 1.08
H 0.52 -2.00 -0.46
H 0.18 1.95 2.50
H -3.62 0.98 1.08
H -3.39 1.25 -1.03
H -1.22 2.39 -1.23
H 3.63 0.61 4.97
H -2.67 -0.16 2.03
H 3.35 2.30 5.41
H -2.77 -0.14 -1.91
H 4.87 -0.91 -1.05
H -0.47 0.49 2.83
H 6.28 0.12 -1.35
H -2.23 2.16 2.70
H -3.09 -1.78 0.41
H -0.34 -0.06 -2.59
H -1.81 1.87 -2.81
H -1.13 -1.76 1.96
H 2.00 1.28 4.85
H 6.47 -1.43 -0.52
H 1.05 -1.84 1.06

## Properties
total charge = +1
lowest unoccupied orbital energy = -2.317 eV
molecular weight = 476.32 Da
gap between HOMO and LUMO = 0.313 hartree
2S+1 = 1
energy relative to the best compared isomer or geometry (same formula, charge and spin) = 5.5 kcal/mol